Record 1
{
  "formula": "C40H40Cl2GeN3O4STl",
  "method": "wB97M-V/def2-TZVPD",
  "lumo_energy_ha": 0.14475,
  "charge": -2,
  "relative_energy_kcal_mol": 8.1,
  "homo_energy_ev": -1.30,
  "e_tot_ev": -151880.876,
  "elements": ["Tl", "Cl", "C", "C", "C", "C", "C", "Cl", "C", "S", "H", "H", "H", "O", "C", "N", "C", "C", "C", "C", "C", "C", "C", "C", "N", "H", "H", "H", "H", "H", "H", "H", "H", "H", "C", "N", "C", "C", "C", "O", "H", "H", "H", "H", "H", "H", "H", "H", "H", "O", "C", "O", "C", "C", "Ge", "C", "C", "C", "C", "C", "C", "C", "C", "C", "C", "C", "C", "C", "C", "C", "C", "C", "C", "H", "H", "H", "H", "H", "H", "H", "H", "H", "H", "H", "H", "H", "H", "H", "H", "H", "H", "H"],
  "coordinates": [[-0.32, -0.13, 0.30], [0.68, -2.20, 2.20], [-0.01, -3.70, 1.70], [0.74, -4.84, 1.92], [0.25, -6.09, 1.58], [-1.02, -6.17, 1.01], [-1.76, -5.02, 0.80], [-3.35, -5.24, 0.10], [-1.30, -3.72, 1.11], [-2.24, -2.29, 0.83], [1.73, -4.74, 2.35], [0.83, -6.98, 1.75], [-1.44, -7.13, 0.73], [3.94, 1.29, 1.55], [2.88, 0.84, 1.14], [1.85, 0.40, 0.74], [-0.49, 3.49, 3.36], [-1.84, 3.23, 2.75], [-2.93, 3.99, 3.10], [-4.20, 3.78, 2.56], [-4.34, 2.73, 1.65], [-3.29, 1.88, 1.30], [-3.53, 0.76, 0.34], [-1.98, 2.08, 1.87], [-0.87, 1.33, 1.74], [-0.38, 4.55, 3.63], [0.31, 3.20, 2.66], [-0.33, 2.89, 4.26], [-2.79, 4.81, 3.81], [-5.05, 4.40, 2.83], [-5.32, 2.54, 1.20], [-4.53, 0.81, -0.08], [-3.41, -0.21, 0.83], [-2.81, 0.77, -0.50], [-1.81, 4.83, -0.26], [-1.43, 3.73, -1.15], [-0.06, 3.23, -1.03], [-2.35, 3.05, -1.89], [-3.78, 3.53, -1.79], [-2.05, 2.10, -2.63], [-0.90, 5.35, 0.04], [-2.30, 4.48, 0.65], [-2.46, 5.54, -0.77], [0.64, 4.02, -1.34], [0.05, 2.37, -1.68], [0.18, 2.93, -0.01], [-3.88, 4.53, -2.24], [-4.10, 3.59, -0.75], [-4.41, 2.84, -2.34], [0.31, -1.97, -1.17], [0.33, -1.19, -2.15], [0.45, 0.07, -2.04], [0.06, -1.77, -3.56], [-0.33, -0.64, -4.53], [1.21, 0.52, -4.87], [1.86, -0.15, -6.66], [1.35, -1.29, -7.29], [1.83, -1.72, -8.53], [2.84, -1.02, -9.17], [3.37, 0.12, -8.56], [2.88, 0.54, -7.33], [2.94, 0.69, -3.97], [4.03, -0.10, -4.35], [5.27, 0.07, -3.75], [5.44, 1.02, -2.75], [4.37, 1.81, -2.36], [3.13, 1.64, -2.96], [0.64, 2.32, -5.43], [-0.63, 2.49, -5.99], [-0.99, 3.69, -6.60], [-0.08, 4.75, -6.64], [1.18, 4.60, -6.07], [1.53, 3.39, -5.47], [-0.74, -2.49, -3.39], [0.94, -2.32, -3.92], [-1.13, -0.05, -4.07], [-0.68, -1.00, -5.50], [0.57, -1.87, -6.80], [1.41, -2.61, -8.99], [3.22, -1.35, -10.13], [4.17, 0.67, -9.05], [3.31, 1.43, -6.87], [3.91, -0.84, -5.13], [6.10, -0.56, -4.05], [6.41, 1.14, -2.27], [4.49, 2.53, -1.56], [2.29, 2.23, -2.63], [-1.35, 1.68, -5.95], [-1.98, 3.81, -7.03], [-0.36, 5.68, -7.12], [1.89, 5.42, -6.10], [2.52, 3.29, -5.03]]
}

***

Record 2
{
  "formula": "C40H40ClN5O2PSn",
  "method": "wB97M-V/def2-TZVPD",
  "lumo_energy_ha": -0.34433,
  "charge": 3,
  "relative_energy_kcal_mol": 0.0,
  "homo_energy_ev": -15.32,
  "e_tot_ev": -81293.685,
  "elements": ["Sn", "Cl", "C", "C", "C", "C", "C", "C", "P", "C", "C", "C", "C", "C", "C", "C", "C", "C", "C", "C", "C", "H", "H", "H", "H", "H", "H", "H", "H", "H", "H", "H", "H", "H", "H", "C", "O", "C", "C", "C", "C", "C", "C", "N", "N", "C", "C", "C", "C", "O", "C", "N", "C", "C", "C", "C", "H", "H", "H", "H", "H", "H", "H", "H", "H", "H", "H", "H", "C", "C", "N", "C", "C", "C", "C", "N", "H", "H", "H", "H", "H", "H", "H", "H", "H", "H", "H", "H", "H", "H"],
  "coordinates": [[-1.41, -1.14, -1.71], [-2.57, 1.66, -2.51], [-1.47, 2.42, -3.64], [-1.84, 3.65, -4.15], [-1.01, 4.28, -5.07], [0.18, 3.68, -5.46], [0.54, 2.45, -4.93], [-0.28, 1.80, -4.01], [0.24, 0.20, -3.37], [1.99, 0.35, -2.96], [3.00, -0.02, -3.86], [4.33, 0.14, -3.50], [4.66, 0.66, -2.26], [3.66, 1.03, -1.36], [2.33, 0.86, -1.71], [0.06, -0.99, -4.72], [-0.77, -0.69, -5.80], [-0.98, -1.63, -6.80], [-0.35, -2.87, -6.73], [0.47, -3.17, -5.65], [0.67, -2.24, -4.65], [-2.77, 4.11, -3.84], [-1.29, 5.24, -5.47], [0.83, 4.17, -6.17], [1.47, 2.00, -5.24], [2.74, -0.42, -4.83], [5.11, -0.13, -4.20], [5.70, 0.79, -1.99], [3.92, 1.45, -0.40], [1.55, 1.18, -1.02], [-1.26, 0.27, -5.87], [-1.61, -1.39, -7.64], [-0.51, -3.60, -7.51], [0.97, -4.13, -5.60], [1.34, -2.48, -3.82], [-1.14, 5.73, 9.72], [-1.93, 5.64, 8.50], [-2.06, 4.53, 7.86], [-1.52, 3.29, 8.29], [-1.74, 2.19, 7.52], [-2.51, 2.27, 6.32], [-3.08, 3.52, 5.92], [-2.86, 4.62, 6.67], [-2.66, 1.13, 5.67], [-3.45, 1.02, 4.68], [-3.43, 0.66, 3.46], [-4.72, 0.38, 2.84], [-4.84, 0.04, 1.56], [-3.66, -0.09, 0.70], [-3.72, -0.38, -0.47], [-2.30, 0.18, 1.31], [-1.23, 0.03, 0.51], [-0.02, 0.23, 1.04], [0.18, 0.58, 2.37], [-0.92, 0.74, 3.19], [-2.19, 0.54, 2.66], [-1.06, 6.80, 9.92], [-0.16, 5.30, 9.56], [-1.68, 5.23, 10.53], [-0.96, 3.22, 9.21], [-1.36, 1.22, 7.81], [-3.70, 3.58, 5.04], [-3.28, 5.59, 6.43], [-5.58, 0.47, 3.49], [-5.79, -0.17, 1.09], [0.82, 0.11, 0.38], [1.18, 0.72, 2.74], [-0.78, 1.01, 4.23], [3.46, -2.34, 0.34], [3.22, -2.98, -1.02], [2.07, -3.89, -1.06], [2.35, -5.34, -0.98], [2.49, -5.83, 0.45], [0.83, -3.42, -1.13], [-0.31, -4.39, -1.19], [0.56, -2.12, -1.22], [4.32, -1.68, 0.28], [3.65, -3.09, 1.10], [2.60, -1.74, 0.66], [4.09, -3.57, -1.30], [3.11, -2.23, -1.81], [3.28, -5.50, -1.53], [1.58, -5.88, -1.51], [3.35, -5.39, 0.95], [2.63, -6.91, 0.46], [1.60, -5.61, 1.04], [-0.29, -4.93, -2.13], [-1.27, -3.87, -1.12], [-0.27, -5.12, -0.38], [1.39, -1.54, -1.18]]
}

***

Record 3
{
  "formula": "C40H40CsN11S2Sb2Se4",
  "method": "wB97M-V/def2-TZVPD",
  "lumo_energy_ha": 0.11176,
  "charge": -2,
  "relative_energy_kcal_mol": 16.7,
  "homo_energy_ev": -1.51,
  "e_tot_ev": -355203.503,
  "elements": ["Cs", "N", "C", "N", "C", "N", "N", "C", "C", "C", "C", "C", "C", "N", "C", "C", "C", "C", "C", "C", "H", "H", "H", "H", "H", "H", "H", "H", "H", "H", "H", "C", "C", "N", "N", "C", "S", "N", "N", "H", "H", "H", "H", "H", "H", "Se", "Sb", "Se", "Se", "Se", "C", "C", "C", "C", "N", "N", "C", "H", "H", "H", "H", "H", "H", "H", "H", "S", "Sb", "C", "C", "C", "C", "C", "C", "C", "C", "C", "C", "C", "C", "C", "C", "C", "C", "C", "C", "H", "H", "H", "H", "H", "H", "H", "H", "H", "H", "H", "H", "H", "H", "H"],
  "coordinates": [[0.04, 2.02, 0.25], [-3.74, 2.87, 3.16], [-2.88, 2.35, 2.27], [-3.19, 1.66, 1.21], [-4.52, 1.44, 0.97], [-4.99, 0.92, -0.12], [-4.13, 0.57, -1.13], [-3.52, 1.50, -1.75], [-2.75, 1.20, -2.96], [-2.84, -0.04, -3.60], [-2.13, -0.24, -4.76], [-1.33, 0.79, -5.25], [-1.30, 1.98, -4.55], [-1.99, 2.20, -3.43], [-5.51, 1.80, 2.01], [-6.86, 1.44, 1.94], [-7.75, 1.86, 2.91], [-7.30, 2.66, 3.97], [-5.97, 3.01, 4.06], [-5.07, 2.57, 3.08], [-3.33, 3.54, 3.84], [-1.84, 2.55, 2.52], [-3.57, 2.55, -1.44], [-3.47, -0.80, -3.17], [-2.18, -1.19, -5.28], [-0.75, 0.68, -6.16], [-0.68, 2.81, -4.89], [-7.18, 0.84, 1.10], [-8.79, 1.58, 2.84], [-8.00, 2.99, 4.72], [-5.60, 3.62, 4.88], [2.93, 6.17, 0.31], [4.09, 5.25, 0.28], [5.18, 5.41, -0.42], [5.92, 4.30, -0.12], [5.31, 3.46, 0.73], [5.87, 1.98, 1.31], [4.14, 4.08, 0.99], [3.08, 3.56, 1.75], [3.13, 7.02, -0.34], [2.73, 6.51, 1.33], [2.01, 5.66, 0.00], [6.81, 4.14, -0.54], [2.75, 4.30, 2.38], [3.46, 2.81, 2.31], [1.92, 6.07, 3.98], [-0.07, 4.74, 3.42], [0.51, 2.33, 3.71], [-0.64, 5.04, 0.99], [-2.07, 5.24, 4.79], [-3.65, -1.56, 1.82], [-2.19, -1.55, 2.11], [-1.49, -1.33, 3.27], [-0.12, -1.42, 2.90], [-0.01, -1.70, 1.61], [-1.27, -1.80, 1.15], [1.05, -1.24, 3.79], [-4.21, -1.19, 2.68], [-4.00, -2.57, 1.59], [-3.89, -0.92, 0.96], [-1.88, -1.06, 4.23], [-1.42, -1.79, 0.15], [1.16, -2.08, 4.48], [0.94, -0.33, 4.38], [1.97, -1.14, 3.22], [-0.19, -0.84, -1.82], [1.50, -2.32, -1.69], [2.08, -2.87, -3.66], [1.58, -2.12, -4.72], [1.91, -2.46, -6.03], [2.73, -3.55, -6.27], [3.22, -4.31, -5.22], [2.89, -3.97, -3.91], [3.32, -1.92, -0.73], [3.29, -1.57, 0.61], [4.48, -1.32, 1.28], [5.69, -1.42, 0.60], [5.71, -1.77, -0.74], [4.52, -2.01, -1.42], [0.92, -4.16, -0.85], [-0.42, -4.51, -0.81], [-0.81, -5.73, -0.27], [0.15, -6.60, 0.23], [1.49, -6.25, 0.19], [1.88, -5.03, -0.35], [0.93, -1.27, -4.52], [1.53, -1.87, -6.85], [2.98, -3.82, -7.29], [3.85, -5.16, -5.41], [3.27, -4.57, -3.09], [2.34, -1.48, 1.13], [4.46, -1.01, 2.31], [6.61, -1.19, 1.11], [6.65, -1.82, -1.27], [4.54, -2.25, -2.47], [-1.17, -3.82, -1.20], [-1.86, -5.99, -0.22], [-0.15, -7.54, 0.66], [2.24, -6.93, 0.59], [2.93, -4.75, -0.34]]
}